Run P
17
Properties=species:S:1:pos:R:3 method="wB97M-V/def2-TZVPD" homo_energy_ev=-14.2 orbital_gap_ha=0.378 smiles="[NH3+][C@@]1(S)N=CCC(=O)N1" charge=+1
H -2.69897 0.42481 -0.60248
C 0.86458 1.75680 0.83701
H 0.08921 -1.82275 -1.31822
O 1.35382 2.82726 1.11140
H 1.45368 -0.97945 -1.39058
N 0.41897 -0.96437 -1.66220
C -0.18116 -0.38546 1.63244
H 0.17482 -0.75857 -2.61900
H -0.81991 1.52314 2.22374
N -0.51429 -0.72895 0.45642
C -0.31300 0.11849 -0.65202
S -1.86181 0.56711 -1.63901
H 0.76527 1.13342 2.83621
N 0.53280 1.26130 -0.45809
C 0.17516 0.96016 2.01579
H -0.35718 -1.17327 2.33594
H 0.39083 2.08639 -1.02282

***

Run Q
17
Properties=species:S:1:pos:R:3 method="wB97M-V/def2-TZVPD" homo_energy_ev=-13.3 orbital_gap_ha=0.318 smiles="CSN1C=[NH+]CC(=O)N1" charge=+1
N -0.22453 -0.94295 -0.12024
H -2.53152 0.43356 -1.52338
H -1.84735 2.43497 -0.17276
C 0.05486 1.52032 -0.18894
H 0.23386 -1.77394 0.10681
S 2.29948 0.10358 -0.65041
H -3.02451 0.71703 0.20578
O -2.30704 -1.80644 -0.29500
H 3.71169 -0.65910 1.04511
H 2.66925 -1.91712 0.45794
C -1.65027 -0.83204 -0.25688
C 2.71458 -0.95219 0.78406
C -2.11015 0.56027 -0.49820
N 0.65941 0.19966 -0.30904
H 0.77820 2.24027 0.12156
N -1.27083 1.61114 -0.19675
H 1.84486 -0.93702 1.49034

***

What should be chosen as the least stable of them? Choose run Q.